(1)
C22H30F5INO16S | ωB97M-V/def2-TZVPD

Geometry as XYZ:
```
76
Properties=species:S:1:pos:R:3
C -1.805 -1.208 0.169
C -2.060 -2.590 -0.419
O -1.888 -2.590 -1.828
C -3.388 -3.229 -0.003
C -4.640 -2.359 -0.171
C -5.723 -2.938 -1.069
N -6.857 -1.965 -0.889
C -6.671 -1.304 0.487
I -8.483 -1.233 1.561
C -5.460 -2.035 1.094
S -5.912 -3.487 2.100
H -1.850 -1.223 1.262
H -2.524 -0.461 -0.185
H -0.814 -0.857 -0.125
H -1.285 -3.265 -0.041
H -2.370 -1.851 -2.217
H -3.307 -3.556 1.037
H -3.497 -4.139 -0.603
H -4.372 -1.376 -0.588
H -5.489 -3.063 -2.124
H -6.082 -3.888 -0.675
H -6.807 -1.236 -1.597
H -7.762 -2.451 -0.977
H -6.427 -0.263 0.281
H -4.917 -1.370 1.767
H -5.690 -4.424 1.168
C -9.851 -6.825 -0.161
C -8.503 -6.728 0.536
O -7.947 -5.553 -0.058
C -8.957 -4.793 -0.533
O -8.811 -3.666 -0.914
O -10.110 -5.453 -0.510
F -7.694 -7.767 0.268
H -9.761 -7.415 -1.074
H -10.657 -7.196 0.461
H -8.553 -6.579 1.615
C 1.941 0.888 -2.525
C 1.220 1.793 -1.547
O 2.136 2.843 -1.359
C 2.975 2.887 -2.434
O 3.748 3.759 -2.640
O 2.780 1.810 -3.223
F 0.982 1.170 -0.359
H 2.570 0.181 -1.984
H 1.285 0.376 -3.223
H 0.275 2.207 -1.904
C 6.673 4.527 -1.567
C 7.429 3.270 -1.181
O 8.640 3.779 -0.654
C 8.436 5.059 -0.254
O 9.201 5.693 0.393
O 7.233 5.499 -0.676
F 7.704 2.483 -2.248
H 6.912 4.798 -2.597
H 5.600 4.464 -1.435
H 6.946 2.658 -0.416
C 8.398 8.283 2.342
C 9.414 9.389 2.548
O 9.321 9.651 3.932
C 8.791 8.560 4.554
O 8.737 8.415 5.727
O 8.348 7.673 3.636
F 9.095 10.516 1.862
H 7.424 8.722 2.117
H 8.676 7.547 1.597
H 10.443 9.119 2.304
C 2.206 -3.722 0.259
C 1.746 -2.693 1.279
O 2.712 -1.677 1.144
C 3.282 -1.769 -0.089
O 3.991 -0.946 -0.559
O 2.904 -2.917 -0.692
F 1.760 -3.176 2.542
H 2.905 -4.416 0.729
H 1.406 -4.265 -0.235
H 0.762 -2.258 1.088
```

HOMO-LUMO gap: 0.3166 Ha
Charge: +1
Electronic energy: -3309.9520 Eh
E_LUMO: -0.1154 Eh


(2)
C11H12IN3S | ωB97M-V/def2-TZVPD

Geometry as XYZ:
```
28
Properties=species:S:1:pos:R:3
C 2.445 1.895 0.128
C 3.192 0.639 0.580
C 2.664 -0.623 -0.136
I 3.662 -2.329 0.682
C 1.163 -0.735 -0.009
C 0.539 -1.015 1.178
C -0.881 -1.050 1.273
C -1.668 -0.814 0.181
C -3.170 -0.779 0.246
C -3.590 0.653 0.491
N -4.225 1.391 -0.307
C -1.045 -0.542 -1.066
N -1.656 -0.301 -2.227
S -0.507 -0.034 -3.307
N 0.802 -0.233 -2.395
C 0.366 -0.503 -1.165
H 2.230 1.881 -0.936
H 1.513 2.015 0.666
H 3.046 2.771 0.346
H 4.255 0.746 0.418
H 2.976 0.501 1.634
H 2.912 -0.518 -1.182
H 1.136 -1.217 2.049
H -1.321 -1.272 2.231
H -3.597 -1.070 -0.705
H -3.538 -1.400 1.055
H -3.269 1.078 1.437
H -4.436 0.866 -1.158
```

HOMO-LUMO gap: 0.2920 Ha
Charge: 0
Electronic energy: -1286.5075 Eh
E_LUMO: -0.0322 Eh


(3)
C2H4N4O | ωB97M-V/def2-TZVPD

Geometry as XYZ:
```
11
Properties=species:S:1:pos:R:3
N -1.383 0.611 1.223
C -0.514 -0.627 0.752
C 0.361 -0.212 -0.282
N 0.975 0.937 -0.484
N 1.549 1.011 -1.539
O 1.534 -0.290 -2.008
N 0.703 -1.054 -1.222
H -1.794 0.905 0.264
H -0.542 1.270 1.350
H 0.203 -1.092 1.468
H -1.091 -1.460 0.478
```

HOMO-LUMO gap: 0.3962 Ha
Energy above the lowest of the compared OMol25 structures with the same formula, charge and spin: 4.376 eV
Charge: 0
Electronic energy: -372.7395 Eh
SMILES: NCc1nnon1
E_LUMO: 0.0009 Eh